Here is a cluster of 2 separate species, C10H23IN2O4 in total from the Open Molecules 2025 dataset. Energies are from ωB97M-V with the def2-TZVPD basis set.

Values from the calculation:
- Structure (SMILES): O=C(O)NCCCI.COCCNCCOC
- Calculated total energy: -30012.850 eV
- Frontier orbital gap: 9.1 eV
- E_LUMO: 0.4 eV

Each line ends with the Mulliken charge.
Geometry (Å):
O -1.279 -1.728 -4.009  -0.538
C -0.156 -1.721 -3.612  0.631
O 0.181 -2.189 -2.357  -0.461
N 0.934 -1.357 -4.366  -0.126
C 2.215 -0.968 -3.790  -1.109
C 2.200 0.345 -3.002  0.841
C 2.106 1.582 -3.897  -1.184
I 0.135 2.394 -4.018  0.021
H 0.591 -1.489 -1.838  0.102
H 0.635 -0.838 -5.182  0.251
H 2.916 -0.879 -4.622  0.473
H 2.575 -1.788 -3.169  0.372
H 1.358 0.347 -2.303  -0.507
H 3.102 0.407 -2.389  0.343
H 2.726 2.400 -3.545  0.462
H 2.379 1.354 -4.926  0.402
C -2.347 2.333 3.862  -0.723
O -2.128 0.957 4.080  -0.360
C -2.936 0.094 3.290  -0.782
C -2.088 -0.709 2.330  -0.234
N -1.477 0.154 1.334  -0.237
C -0.534 -0.500 0.442  -0.795
C 0.720 -1.118 1.050  -0.466
O 1.641 -0.175 1.565  -0.414
C 1.416 0.224 2.904  -0.583
H -1.765 2.873 4.607  0.245
H -2.031 2.656 2.863  0.298
H -3.404 2.594 3.984  0.356
H -3.681 0.676 2.739  0.427
H -3.460 -0.591 3.962  0.391
H -2.730 -1.435 1.821  0.334
H -1.358 -1.279 2.923  0.191
H -1.029 0.935 1.795  0.129
H -0.215 0.247 -0.295  0.294
H -1.066 -1.283 -0.109  0.440
H 1.257 -1.653 0.259  0.413
H 0.475 -1.863 1.817  0.352
H 1.030 -0.605 3.506  0.281
H 0.715 1.059 2.981  0.194
H 2.375 0.540 3.313  0.277